Record 1
Below is one molecule with the formula C5H10FNO, with properties calculated with ωB97M-V/def2-TZVPD.

Results
Structure (SMILES): CO[C@H]1[C@@H](F)[C@@]1(C)N
Orbital gap in eV: 10.0807
Charge: 0
E_HOMO in eV: -9.134
Electronic energy in eV: -11600.617
E_LUMO in eV: 0.95

Positions of all 18 atoms, in Å:
C1 -2.618 -0.288 0.040
C2 -0.337 -0.465 -0.353
C3 0.142 0.925 -0.673
C4 0.989 0.029 0.185
C5 2.258 -0.538 -0.402
H1 -2.627 0.759 -0.264
H2 -3.337 -0.446 0.817
H3 -2.886 -0.939 -0.805
H4 -0.325 -1.244 -1.177
H5 0.450 1.236 -1.667
H6 2.540 -1.450 0.100
H7 3.096 0.195 -0.229
H8 2.171 -0.736 -1.491
H9 1.132 1.300 1.773
H10 0.157 0.016 2.007
N1 1.049 0.299 1.600
O1 -1.353 -0.612 0.572
F1 -0.500 1.958 -0.033

***

Record 2
Below is C15H18ClCrN3O6P2 as an isolated structure, with properties calculated with ωB97M-V/def2-TZVPD.

Results
Orbital gap (spin up / spin down) in eV: 8.0597 / 7.6604
Charge: +1
2S+1: 2
E_HOMO (spin up / spin down) in eV: -11.870 / -11.294
Electronic energy in eV: -92125.074
E_LUMO (spin up / spin down) in eV: -3.81 / -3.63

Positions of all 46 atoms, in Å:
Cr1 0.333 1.040 -0.470
N1 -2.984 0.565 2.733
C1 -2.421 1.561 1.788
C2 -3.283 2.789 1.672
P1 -0.647 1.737 2.358
O1 -0.680 2.966 3.377
O2 -0.444 0.451 3.074
O3 0.269 2.117 1.221
P2 -2.345 0.672 0.160
O4 -1.247 -0.522 0.543
O5 -3.642 0.041 -0.101
O6 -1.617 1.536 -0.829
H1 -2.077 0.139 3.126
H2 -3.572 -0.115 2.227
H3 -3.526 0.987 3.492
H4 -3.317 3.350 2.607
H5 -4.293 2.501 1.374
H6 -2.884 3.440 0.894
H7 -0.291 3.768 3.025
H8 -1.672 -1.385 0.594
C3 -0.788 -1.517 -3.694
C4 -0.605 -0.351 -2.947
N2 0.267 -0.266 -1.953
C5 1.038 -1.347 -1.693
C6 0.953 -2.555 -2.415
C7 -0.012 -2.626 -3.435
C8 1.824 -3.624 -2.056
C9 2.713 -3.498 -1.038
C10 2.770 -2.310 -0.251
C11 3.587 -2.152 0.882
C12 3.501 -0.980 1.600
C13 2.649 0.041 1.174
N3 1.881 -0.070 0.103
C14 1.928 -1.232 -0.590
H9 -1.543 -1.538 -4.465
H10 -1.193 0.538 -3.132
H11 -0.138 -3.546 -3.983
H12 1.758 -4.542 -2.618
H13 3.386 -4.306 -0.790
H14 4.250 -2.948 1.182
H15 4.090 -0.839 2.491
H16 2.580 0.973 1.718
Cl1 2.755 2.367 -1.405
C15 1.058 2.587 -1.625
H17 0.846 2.542 -2.694
H18 0.786 3.563 -1.230